1.
ORCA calculation (ωB97M-V/def2-TZVPD) on a structure of composition C35H33BrN5O3S3SiSn.

```
82
Properties=species:S:1:pos:R:3:forces:R:3:lowdin_charge:R:1
Sn -0.41936 1.10037 0.61584 0.01 0.05 -0.14 1.06
C 3.68765 -0.75585 -0.27122 -0.09 -0.05 0.00 0.00
C 2.19657 -0.60208 -0.38121 0.09 -0.18 -0.01 -0.29
N 1.42109 -0.63274 0.64212 -0.09 0.39 0.14 -0.06
N 1.98960 -1.00262 1.84033 0.11 -0.17 -0.05 -0.05
C 1.47991 -0.51402 2.90780 -0.20 0.15 0.04 -1.11
S 0.28246 0.72142 3.13806 0.04 -0.08 -0.09 0.45
S 2.09396 -1.18748 4.43246 0.07 -0.05 -0.06 0.86
C 2.58434 -2.86116 3.90802 0.06 0.18 -0.02 -0.43
C 3.78142 -2.99152 2.99845 -0.02 0.01 0.05 -0.30
C 5.01702 -2.45726 3.34879 -0.06 0.02 0.02 -0.05
C 6.11325 -2.60030 2.50982 0.00 0.00 -0.04 -0.09
C 5.99007 -3.28997 1.30994 0.00 -0.02 0.03 -0.11
C 4.76119 -3.82920 0.95464 -0.02 -0.07 0.08 -0.10
C 3.66525 -3.67554 1.79282 0.06 -0.08 0.02 -0.07
C 1.59439 -0.37866 -1.71817 0.08 0.10 0.03 -0.14
C 2.33281 0.28529 -2.69913 0.04 0.06 0.00 -0.04
C 1.81326 0.54271 -3.95303 -0.04 -0.03 -0.05 -0.08
C 0.52195 0.12911 -4.25701 0.01 -0.01 0.05 -0.07
C -0.22460 -0.55446 -3.31326 -0.02 0.06 -0.03 0.00
C 0.30468 -0.81425 -2.05273 -0.03 -0.20 0.02 -0.29
O -0.44411 -1.46646 -1.13299 -0.05 0.20 -0.20 -0.18
H 3.93987 -1.26979 0.65377 -0.01 0.07 -0.07 0.05
H 4.14255 0.23920 -0.23783 -0.02 -0.01 -0.02 0.10
H 4.09421 -1.29436 -1.12754 -0.01 0.03 0.01 0.09
H 1.70750 -3.32530 3.45781 0.02 -0.05 -0.02 0.07
H 2.78494 -3.35168 4.86324 -0.02 -0.09 -0.02 0.07
H 5.10570 -1.90115 4.27631 0.02 -0.01 -0.05 0.11
H 7.06559 -2.16460 2.78809 -0.02 -0.02 0.01 0.10
H 6.84314 -3.39982 0.65143 -0.01 0.01 0.02 0.10
H 4.65166 -4.36062 0.01692 -0.01 0.02 -0.01 0.10
H 2.69611 -4.06582 1.50009 0.03 0.01 0.01 0.10
H 3.32385 0.64402 -2.45368 -0.01 -0.01 0.01 0.11
H 2.40290 1.07702 -4.68635 -0.01 0.03 0.03 0.10
H 0.08808 0.35420 -5.22364 0.02 -0.03 0.01 0.10
H -1.24129 -0.86677 -3.51793 0.02 0.00 0.01 0.12
Br -6.00726 6.49418 -1.47958 0.02 0.01 0.01 0.69
C -5.03977 4.93298 -1.96840 -0.05 0.01 -0.01 -0.68
C -4.78983 4.68539 -3.30625 0.11 -0.14 -0.06 -0.22
N -4.12889 3.60053 -3.71199 0.00 0.04 0.09 0.06
C -3.70200 2.74868 -2.77846 -0.19 0.10 -0.01 -0.08
C -3.88802 2.94038 -1.41150 0.24 -0.04 -0.17 -0.12
C -4.57724 4.06544 -0.99766 0.00 0.06 0.07 -0.07
C -3.24887 1.97793 -0.42257 -0.15 -0.15 0.22 -0.72
O -3.32454 0.76454 -0.68957 0.13 0.16 0.02 -0.06
O -2.68004 2.52767 0.56435 0.02 -0.09 -0.06 -0.16
H -5.12055 5.37903 -4.07119 -0.04 -0.02 0.02 0.09
H -3.17790 1.86321 -3.11891 0.02 0.03 0.01 0.11
H -4.72872 4.25777 0.05661 0.06 0.01 -0.01 0.12
C -1.58118 6.50606 1.78491 0.04 -0.05 -0.03 -0.03
C -1.10028 5.72284 0.59539 0.09 -0.07 0.10 -0.34
C -1.62696 5.93712 -0.67208 -0.04 0.02 -0.02 -0.04
C -1.13922 5.13689 -1.68259 0.05 -0.12 -0.01 -0.15
N -0.21195 4.20244 -1.48628 0.09 0.04 0.08 0.06
C 0.26112 4.07847 -0.23683 -0.27 0.17 -0.14 -0.86
S 1.48421 2.83835 0.05652 -0.17 -0.07 0.22 0.46
N -0.15381 4.81323 0.81068 0.06 -0.07 -0.12 0.10
H -1.50859 7.57890 1.59622 -0.03 0.00 0.01 0.07
H -0.98079 6.24854 2.65442 -0.01 0.00 0.00 0.07
H -2.62699 6.27077 1.99405 0.01 0.00 -0.01 0.08
H -2.39809 6.67553 -0.85208 0.01 -0.01 0.00 0.10
H -1.50981 5.23248 -2.69952 -0.03 -0.01 0.00 0.10
C -2.32747 -3.38570 -2.21644 -0.11 0.12 -0.11 -0.15
Si -0.97764 -3.02419 -0.98866 -0.05 -0.16 0.12 0.47
C 0.45779 -4.17870 -1.26395 0.11 -0.05 0.05 -0.14
C -1.58466 -3.06231 0.76809 0.01 0.01 0.10 -0.22
C -2.31623 -1.96944 1.25137 -0.03 -0.05 -0.08 -0.09
C -2.67202 -1.89359 2.59055 0.01 -0.02 0.02 -0.08
C -2.32187 -2.91587 3.46470 0.01 0.04 -0.05 -0.09
C -1.62749 -4.02218 2.99422 -0.01 0.00 -0.01 -0.10
C -1.25818 -4.08978 1.65638 0.04 0.06 -0.04 -0.10
H -2.86766 -4.29731 -1.94676 0.04 0.02 0.00 0.03
H -1.92921 -3.51039 -3.22763 -0.03 0.02 0.03 0.03
H -3.04481 -2.55865 -2.22728 0.02 -0.07 0.01 0.04
H 0.17137 -5.22328 -1.10928 0.02 0.04 -0.03 0.03
H 1.28210 -3.94146 -0.58385 -0.05 -0.02 -0.05 0.02
H 0.82076 -4.07736 -2.29077 0.02 -0.02 0.03 0.04
H -2.60918 -1.16816 0.57483 0.03 0.04 0.07 0.07
H -3.20540 -1.02303 2.95289 0.01 -0.03 -0.01 0.11
H -2.57911 -2.84317 4.51457 -0.01 -0.01 -0.02 0.10
H -1.36189 -4.82626 3.67078 0.01 0.02 0.00 0.10
H -0.69079 -4.94836 1.30752 -0.01 0.03 0.02 0.09
```
Forces are in eV/Å.

For the electronic energy, the calculation gives -6125.63520 a.u. The gap between HOMO and LUMO comes out at 6.87 eV. The value obtained for the relative energy (zero: lowest compared OMol25 entry of this formula, charge and spin) is 0.742 eV. The calculation puts the largest force on an atom at 0.4 eV Å⁻¹. The total charge is -1.

=====

2.
ORCA calculation (ωB97M-V/def2-TZVPD) on a structure of composition C35H33ClN4PrS2Si2 in a non-equilibrium geometry.

```
78
Properties=species:S:1:pos:R:3:forces:R:3:lowdin_charge:R:1
C 3.95798 1.73734 3.20141 0.02 0.95 0.16 -0.20
C 3.92052 1.99167 1.80149 -0.49 0.58 0.38 -0.19
C 2.64453 2.56252 1.50115 0.10 0.31 -0.09 -0.18
H 4.76432 1.88832 1.11856 -0.38 0.09 0.19 0.11
C 1.90392 2.65939 2.71232 0.47 0.12 0.01 -0.17
C 2.72208 2.16180 3.76735 0.50 0.56 -0.24 -0.20
H 2.49737 2.19691 4.83413 0.05 -0.11 -0.41 0.12
H 4.81738 1.36734 3.75253 -0.26 0.04 -0.08 0.13
H 2.31895 2.94664 0.52820 0.09 -0.29 0.55 0.12
H 0.90913 3.09726 2.81970 0.33 -0.22 -0.14 0.12
Pr 2.21517 0.05342 2.30653 -1.26 -1.06 -2.05 0.99
Si -3.38123 -1.95296 -1.56942 -0.15 -0.15 -0.35 0.72
C -3.00444 -2.56818 -3.29631 0.24 -0.25 -0.01 -0.35
C -3.67647 -3.63878 -3.91142 0.48 0.29 -0.38 -0.09
H -4.46546 -4.16687 -3.36165 0.34 0.11 -0.35 0.11
C -3.33965 -3.99531 -5.22835 -0.24 -0.01 0.22 -0.08
H -3.89370 -4.79555 -5.72632 0.27 0.20 0.18 0.10
C -2.32946 -3.31749 -5.91815 0.04 0.28 0.37 -0.08
H -2.05907 -3.61071 -6.93388 -0.13 0.05 0.30 0.10
C -1.67429 -2.23516 -5.31055 -0.43 -0.14 0.01 -0.09
H -0.91539 -1.67408 -5.85488 -0.17 -0.15 0.08 0.10
C -2.03426 -1.84552 -4.01779 -0.13 -0.33 -0.21 -0.14
H -1.55782 -0.97072 -3.55839 -0.23 -0.42 -0.26 0.08
C -4.92175 -0.90563 -1.75634 -0.38 0.03 0.35 -0.33
C -5.18512 -0.23546 -2.96851 -0.12 0.27 0.30 -0.09
H -4.63814 -0.50988 -3.87963 -0.20 0.17 0.42 0.10
C -6.12035 0.81115 -3.00523 0.20 -0.28 0.18 -0.08
H -6.29396 1.35500 -3.93300 0.05 -0.15 0.19 0.10
C -6.81621 1.17130 -1.84784 0.12 -0.37 0.07 -0.09
H -7.51011 2.01436 -1.85764 0.18 -0.31 -0.04 0.10
C -6.63935 0.42869 -0.67490 0.10 -0.12 0.08 -0.09
H -7.22383 0.67024 0.21234 0.12 -0.02 -0.20 0.10
C -5.70140 -0.60980 -0.62296 0.07 0.39 -0.53 -0.12
H -5.52646 -1.19131 0.28795 -0.21 0.37 -0.17 0.09
H -2.27961 -0.98812 -1.34816 0.18 0.00 0.33 -0.04
Si 0.15652 -0.00964 -0.04917 2.30 1.36 1.82 0.26
C -0.90729 1.48142 0.20077 -1.50 0.54 -0.35 -0.34
C -0.99078 2.40680 -0.87268 0.19 0.26 0.71 -0.09
H -0.57961 2.12820 -1.84692 -0.15 0.18 0.28 0.10
C -1.54251 3.68724 -0.67955 -0.35 -0.51 0.04 -0.08
H -1.56502 4.40031 -1.50379 -0.10 -0.27 0.12 0.11
C -2.12770 4.03116 0.54449 0.49 0.07 0.01 -0.09
H -2.68975 4.97430 0.65748 0.62 -0.50 -0.01 0.11
C -1.98457 3.15810 1.63199 -0.49 -0.50 -0.22 -0.10
H -2.34676 3.48143 2.60960 -0.07 -0.26 -0.24 0.10
C -1.46765 1.86631 1.45115 0.57 0.33 -0.58 -0.13
H -1.46293 1.13640 2.26943 0.02 0.36 -0.10 0.09
C 1.00149 -0.16824 -1.66762 0.60 -0.32 -1.23 -0.34
C 2.01815 0.80906 -1.89008 -0.26 -0.62 -0.22 -0.13
H 2.25809 1.53168 -1.10103 -0.22 -0.25 -0.36 0.07
C 2.74128 0.82871 -3.08110 -0.23 0.13 -0.16 -0.09
H 3.49549 1.60269 -3.22810 -0.13 -0.23 0.00 0.10
C 2.45083 -0.07784 -4.11166 -0.28 0.02 0.39 -0.07
H 2.95730 0.00846 -5.08063 -0.21 -0.14 0.48 0.11
C 1.49074 -1.07045 -3.88093 0.06 0.06 -0.10 -0.08
H 1.22890 -1.75825 -4.68652 0.21 0.02 0.30 0.10
C 0.80873 -1.15847 -2.65974 0.29 0.56 0.31 -0.10
H 0.12197 -1.99146 -2.46709 0.22 0.46 -0.22 0.10
H -3.37473 -2.99271 -0.44256 -0.20 0.59 -0.69 -0.01
Cl -0.12775 -1.80643 0.97946 -0.56 -0.67 0.31 0.30
N 5.74409 -0.62315 0.93165 0.17 -0.03 -0.07 0.13
C 5.56032 -1.09631 2.17784 -0.71 -0.42 0.89 -0.64
N 4.38468 -1.09402 2.81676 1.61 -0.81 0.04 -0.05
C 4.53217 -1.63472 4.12421 2.64 0.02 -1.41 -0.30
C 5.82604 -2.04572 4.40407 -1.50 0.15 0.29 -0.32
S 6.90268 -1.78860 3.06992 -1.12 0.19 0.13 1.10
C 3.45639 -1.44789 5.04867 -1.67 0.56 2.67 -0.29
C 3.46268 -1.69017 6.42019 0.21 0.24 -1.89 -0.31
S 2.15419 -0.88401 7.22120 0.08 -0.30 -0.98 1.10
C 1.57701 -0.32983 5.66337 1.23 -0.55 -0.43 -0.65
N 2.33121 -0.70095 4.62242 -0.38 -0.26 2.05 -0.07
N 0.50390 0.47637 5.55713 -0.25 -0.13 0.24 0.13
H 6.69327 -0.63129 0.57254 -0.52 0.22 -0.12 0.12
H 5.06576 0.03291 0.55506 0.43 -0.33 -0.03 0.09
H 6.16039 -2.43029 5.37031 0.04 0.12 -0.58 0.09
H 4.22474 -2.25271 6.94025 -0.21 0.14 0.17 0.08
H -0.02514 0.66417 6.40238 0.04 0.17 -0.55 0.12
H 0.39936 1.07561 4.74448 -0.09 -0.13 0.44 0.10
```
Forces are in eV/Å.

For the electronic energy, the calculation gives -3924.95039 a.u. The gap between HOMO and LUMO (alpha / beta) comes out at 5.46 / 5.38 eV. Its spin multiplicity is 3. The value obtained for the relative energy (zero: lowest compared OMol25 entry of this formula, charge and spin) is 0.000 eV. The calculation puts the largest force on an atom at 3.2 eV Å⁻¹. The total charge is +1.